1.
{"formula": "Br3CrF12P2", "method": "ωB97M-V/def2-TZVPD", "species": ["Cr", "Br", "Br", "Br", "P", "F", "F", "F", "F", "F", "F", "P", "F", "F", "F", "F", "F", "F"], "xyz": [[0.1936, 0.2062, 0.1916], [1.3721, -1.8182, -0.5829], [1.6302, 1.7509, 1.3790], [-2.2370, 0.6632, -0.1624], [-0.8630, -2.0299, 2.9247], [-0.3529, -1.0327, 4.2175], [0.5278, -2.8904, 2.9096], [-1.5491, -3.2238, 3.8057], [-1.3823, -2.7090, 1.5670], [-2.3109, -1.2628, 2.9976], [-0.2799, -0.8015, 1.9610], [0.7452, 1.8680, -3.0789], [2.1439, 1.1154, -3.3804], [0.5709, 1.0215, -1.7433], [1.6377, 2.9669, -2.3139], [-0.5560, 2.6212, -2.4150], [0.9155, 2.7450, -4.4134], [-0.2057, 0.8100, -3.8635]], "multiplicity": 4, "homo_ha": [-0.13875, -0.14984], "total_energy_ev": -289754.442, "lumo_ev": [3.072, 5.186], "orbital_gap_ev": [6.85, 9.26], "largest_force_ev_per_a": 4.02, "charge": -2}

2.
{"formula": "Br3H3Si2", "method": "ωB97M-V/def2-TZVPD", "species": ["Si", "Si", "Br", "Br", "Br", "H", "H", "H"], "xyz": [[0.7610, -0.5908, -0.7832], [-0.9716, 0.4046, 0.4745], [2.5690, 1.3750, 0.5879], [-2.7030, -1.1354, 0.5297], [-1.8149, 2.1927, -0.6492], [1.2208, -0.8773, -2.2306], [1.4067, -1.7366, 0.1719], [-0.4681, 0.3677, 1.8990]], "homo_ha": -0.35484, "total_energy_ev": -225932.246, "lumo_ev": -1.738, "orbital_gap_ev": 7.92, "e_above_lowest_kcal_mol": 50.60, "largest_force_ev_per_a": 3.57}

3.
{"formula": "Br4Cu", "method": "ωB97M-V/def2-TZVPD", "species": ["Cu", "Br", "Br", "Br", "Br"], "xyz": [[0.1537, -0.0679, -0.0481], [0.5929, 2.6790, 0.6157], [-2.1677, -0.4304, 1.6475], [-0.7203, -0.2613, -2.7734], [2.1413, -1.9194, 0.5584]], "multiplicity": 2, "homo_ha": [-0.08940, -0.08767], "total_energy_ev": -324813.702, "lumo_ev": [5.613, 2.976], "orbital_gap_ev": [8.05, 5.36], "e_above_lowest_kcal_mol": 0.00, "largest_force_ev_per_a": 1.32, "charge": -2}

4.
{"formula": "Br5HSi2", "method": "ωB97M-V/def2-TZVPD", "species": ["Si", "Si", "Br", "Br", "Br", "Br", "Br", "H"], "xyz": [[-1.5304, -0.0782, -0.1232], [2.4249, 0.1899, 1.0760], [-0.3547, 0.4826, -1.9222], [-0.8947, 1.2492, 1.5318], [2.0340, -1.3682, -0.4162], [2.4275, 2.0633, -0.3862], [-1.0836, -2.1199, 0.7235], [-3.0229, -0.4187, -0.4837]], "homo_ha": -0.34820, "total_energy_ev": -365988.456, "lumo_ev": -1.052, "orbital_gap_ev": 8.42, "e_above_lowest_kcal_mol": 38.10, "largest_force_ev_per_a": 1.87}

Question: What is the formula in the second record?
Answer: Br3H3Si2

Question: Number 2 is which compound?
Answer: Br3H3Si2